Arrangement i

The following is a quantum chemistry calculation of an isolated ion of composition C4H11N2S and charge -1, from OMol25.

Last column: Löwdin charge in e.
Positions of all 18 atoms, in Å:
C 1.012 -0.534 -1.623  -0.1781
C 0.109 -0.964 -0.461  -0.5196
C -1.347 -0.546 -0.896  -0.6665
S -1.865 -1.626 -2.391  0.0366
N 0.241 -0.520 0.997  -0.0198
C 0.091 1.050 1.094  -0.2808
N 0.182 1.517 2.509  -0.0421
H 2.263 -0.857 -1.516  0.1200
H 0.572 -0.932 -2.582  0.0060
H 1.026 0.569 -1.613  0.0351
H 0.381 -2.076 -0.465  0.1240
H -1.891 -0.880 -0.026  0.0301
H -1.383 0.469 -1.349  0.0381
H 1.192 -0.643 1.181  0.0393
H -0.901 1.133 0.668  0.0629
H 0.707 1.786 0.437  0.1171
H 0.347 0.981 3.301  0.0024
H -0.737 2.072 2.735  0.0954

Values from the calculation:
Highest occupied orbital energy ... -0.0893 Eh
Total charge ... -1
SMILES string ... C[C@H](C[S-])NCN
Orbital gap ... 6.124 eV
Spin multiplicity ... 1

Arrangement ii

The following is a quantum chemistry calculation of an isolated ion of composition C4H11N2S and charge -1, from OMol25.

Last column: Löwdin charge in e.
Positions of all 18 atoms, in Å:
C -2.697 0.458 -0.265  -0.1771
N -1.497 -0.353 -0.212  -0.1574
C -0.362 0.053 0.620  -0.2067
C 0.935 -0.337 -0.216  -0.4517
N 1.092 0.841 -1.115  -0.0097
C 2.057 -0.690 0.773  -0.7264
S 3.682 0.187 0.650  0.0654
H -3.190 0.586 0.720  0.0697
H -2.648 1.427 -0.762  0.0602
H -3.479 -0.093 -0.798  0.0590
H -1.317 -0.729 -1.123  0.0797
H -0.492 -0.594 1.513  0.0987
H -0.465 1.081 0.962  0.1061
H 0.649 -1.253 -0.742  0.1121
H 1.865 0.540 -1.721  0.0421
H 1.707 1.420 -0.525  0.0055
H 2.377 -1.666 0.426  -0.0002
H 1.785 -0.878 1.815  0.0308

Values from the calculation:
Highest occupied orbital energy ... -0.0894 Eh
Total charge ... -1
SMILES string ... CNC[C@@H](N)C[S-]
Orbital gap ... 6.080 eV
Spin multiplicity ... 1

It is arrangement i that is the least stable of them.

Arrangement i

The following is a quantum chemistry calculation of a 4-piece molecular cluster, C12H28N4O4 overall, from OMol25.

Last column: Löwdin charge in e.
Positions of all 48 atoms, in Å:
C 24.257 2.973 -28.257  -0.0792
N 23.571 3.291 -29.446  -0.1775
C 22.419 2.433 -29.821  0.0067
C 23.985 4.250 -30.206  -0.3260
O 23.523 4.677 -31.324  -0.0607
H 25.275 3.356 -28.183  0.0882
H 24.391 1.904 -28.090  0.0937
H 23.788 3.337 -27.343  0.0942
H 21.708 3.008 -30.414  0.0802
H 22.615 1.531 -30.401  0.0713
H 21.957 2.279 -28.845  0.0981
H 24.884 4.676 -29.735  0.1299
C 29.232 -5.860 -29.387  -0.0423
N 28.094 -6.822 -29.240  -0.1954
C 27.356 -6.615 -28.009  -0.0481
C 27.919 -7.899 -30.001  -0.3200
O 27.151 -8.880 -29.750  -0.0383
H 30.028 -6.453 -29.838  0.0746
H 29.750 -5.743 -28.435  0.0874
H 29.163 -4.982 -30.030  0.0847
H 26.462 -7.238 -28.025  0.0875
H 28.037 -6.847 -27.190  0.0981
H 26.901 -5.626 -28.059  0.0797
H 28.570 -7.835 -30.886  0.1314
C 25.308 -2.218 -31.542  -0.0360
N 24.800 -1.969 -30.176  -0.1877
C 25.693 -2.214 -29.017  -0.0305
C 23.568 -1.523 -30.057  -0.3585
O 23.133 -0.957 -29.043  -0.0176
H 24.882 -1.719 -32.413  0.0867
H 24.882 -3.216 -31.649  0.0896
H 26.397 -2.198 -31.530  0.0872
H 26.589 -1.604 -28.902  0.0813
H 25.210 -2.190 -28.041  0.0876
H 26.090 -3.218 -29.166  0.0666
H 23.104 -1.683 -31.042  0.1278
C 19.454 1.476 -33.204  -0.0546
N 20.756 2.084 -32.984  -0.1851
C 20.832 3.525 -33.332  -0.0575
C 21.946 1.360 -32.842  -0.3423
O 21.958 0.167 -32.702  0.0111
H 19.505 0.501 -32.719  0.0838
H 19.404 1.117 -34.232  0.0846
H 18.625 2.166 -33.054  0.0889
H 21.703 4.032 -32.918  0.0608
H 20.904 3.606 -34.417  0.0817
H 19.932 4.077 -33.062  0.0814
H 22.829 1.991 -32.652  0.1328

Values from the calculation:
Highest occupied orbital energy ... -0.3324 Eh
SMILES string ... CN(C)C=O.CN(C)C=O.CN(C)C=O.CN(C)C=O
Orbital gap ... 9.391 eV
Spin multiplicity ... 1

Arrangement ii

The following is a quantum chemistry calculation of a 4-piece molecular cluster, C12H28N4O4 overall, from OMol25.

Last column: Löwdin charge in e.
Positions of all 48 atoms, in Å:
C -0.792 2.281 3.798  -0.0668
N 0.513 2.421 3.162  -0.2000
C 0.555 3.256 1.979  -0.0360
C 1.539 1.674 3.662  -0.3443
O 2.665 1.761 3.210  0.0037
H -1.294 3.239 3.945  0.0896
H -0.695 1.835 4.786  0.0805
H -1.440 1.641 3.188  0.0806
H 0.637 4.304 2.267  0.0942
H 1.364 2.951 1.321  0.0842
H -0.402 3.096 1.479  0.0820
H 1.261 0.972 4.455  0.1309
C -3.467 -3.089 1.121  -0.0542
N -2.762 -3.865 2.121  -0.1964
C -1.792 -3.171 2.929  -0.0572
C -3.042 -5.162 2.352  -0.3544
O -2.578 -5.841 3.241  0.0216
H -2.829 -2.761 0.297  0.0835
H -3.890 -2.209 1.606  0.0886
H -4.252 -3.709 0.692  0.0818
H -0.872 -2.932 2.387  0.0853
H -2.215 -2.247 3.332  0.0863
H -1.427 -3.706 3.803  0.0869
H -3.774 -5.546 1.623  0.1310
C 1.060 0.789 -5.572  -0.0766
N 2.115 0.431 -4.655  -0.1833
C 2.830 1.578 -4.109  -0.0411
C 2.239 -0.849 -4.245  -0.3506
O 3.068 -1.264 -3.462  0.0100
H 0.526 -0.013 -6.075  0.0878
H 1.483 1.402 -6.377  0.0867
H 0.304 1.458 -5.148  0.0872
H 3.723 1.323 -3.548  0.0959
H 3.047 2.180 -4.991  0.0894
H 2.188 2.153 -3.442  0.0637
H 1.495 -1.501 -4.725  0.1343
C -0.283 -0.034 0.483  -0.0530
N 0.270 0.614 -0.669  -0.1792
C 1.678 0.426 -0.957  -0.0480
C -0.400 1.586 -1.358  -0.3359
O -1.516 1.980 -1.093  0.0062
H 0.410 0.046 1.326  0.0834
H -0.427 -1.104 0.301  0.0838
H -1.249 0.387 0.752  0.0833
H 2.222 0.555 -0.011  0.0948
H 1.942 -0.541 -1.388  0.0809
H 2.100 1.196 -1.593  0.0585
H 0.165 2.011 -2.198  0.1207

Values from the calculation:
Highest occupied orbital energy ... -0.3459 Eh
SMILES string ... CN(C)C=O.CN(C)C=O.CN(C)C=O.CN(C)C=O
Orbital gap ... 9.853 eV
Spin multiplicity ... 1

It is arrangement i that is the least stable of them.

Arrangement i

The following is a quantum chemistry calculation of a 2-piece molecular cluster, C3H12NO overall, from OMol25.

Last column: Löwdin charge in e.
Positions of all 17 atoms, in Å:
C 2.104 -1.686 -0.524  0.1351
O 1.233 -0.899 -1.438  0.1952
H 1.675 -2.359 0.265  0.1692
H 2.515 -0.838 0.050  0.1960
H 2.956 -2.393 -0.899  0.1942
H 1.727 -0.768 -2.249  0.1859
C -1.683 0.970 1.544  -0.0340
C -0.795 1.484 0.353  -0.1579
N -0.769 0.348 -0.604  0.1239
H -2.434 0.395 1.035  0.0663
H -2.196 1.771 2.112  0.1162
H -1.105 0.217 2.146  0.1061
H 0.155 1.771 0.850  0.1474
H -1.162 2.247 -0.196  0.0916
H -0.840 -0.504 -0.050  0.1346
H -1.565 0.158 -1.247  0.2010
H 0.185 0.085 -1.146  0.1292

Values from the calculation:
Highest occupied orbital energy (spin up / spin down) ... -0.7433 / -0.7416 Eh
Total charge ... +2
Orbital gap (spin up / spin down) ... 11.610 / 4.096 eV
<S²> ... 0.7540
Spin multiplicity ... 2

Arrangement ii

The following is a quantum chemistry calculation of a 2-piece molecular cluster, C3H12NO overall, from OMol25.

Last column: Löwdin charge in e.
Positions of all 17 atoms, in Å:
C -2.155 1.656 0.040  0.0921
O -1.629 0.788 0.998  0.1589
H -2.276 0.040 1.103  0.2002
H -2.299 0.977 -0.856  0.2162
H -1.420 2.443 -0.090  0.1380
H -3.184 2.060 0.270  0.2117
C 1.375 -0.195 0.053  -0.1519
C 1.799 -0.809 -1.278  -0.0417
N 0.372 -1.080 0.820  0.1885
H 2.232 -0.041 0.708  0.1379
H 0.855 0.767 0.060  0.1060
H 2.849 -1.065 -1.131  0.0962
H 1.882 -0.052 -2.056  0.0973
H -0.471 -0.500 1.033  0.1005
H 0.022 -1.851 0.243  0.1705
H 0.762 -1.427 1.702  0.1859
H 1.287 -1.711 -1.620  0.0938

Values from the calculation:
Highest occupied orbital energy (spin up / spin down) ... -0.7379 / -0.7379 Eh
Total charge ... +2
Orbital gap (spin up / spin down) ... 11.415 / 4.740 eV
<S²> ... 0.7542
Spin multiplicity ... 2

It is arrangement i that is the least stable of them.

Arrangement i

The following is a quantum chemistry calculation of a 4-piece molecular cluster, C2H12NO3 overall, from OMol25.

Last column: Löwdin charge in e.
Positions of all 18 atoms, in Å:
C -1.661 0.156 1.270  -0.1545
C -2.310 1.144 0.642  0.0642
N -0.537 -0.589 0.622  0.0930
H -1.787 -0.159 2.314  0.1261
H -3.278 1.405 1.102  0.0878
H -1.906 1.520 -0.345  0.0990
H -0.554 -1.615 0.765  0.1242
H 0.396 -0.090 0.893  0.1589
H -0.258 -0.599 -0.510  0.2036
H 1.766 1.724 -0.299  0.0053
H 2.449 1.798 1.025  0.0391
O 1.576 1.840 0.656  -0.0629
H 1.470 -2.961 -0.554  0.0691
H 0.073 -3.479 -0.519  0.0493
O 0.559 -2.679 -0.584  -0.0186
H 0.660 1.032 -2.537  0.1089
H 2.112 0.745 -2.201  0.1020
O 1.229 0.806 -1.739  -0.0945

Values from the calculation:
Highest occupied orbital energy ... -0.5300 Eh
Total charge ... +1
Orbital gap ... 11.253 eV
Spin multiplicity ... 1

Arrangement ii

The following is a quantum chemistry calculation of a 3-piece molecular cluster, C2H12NO3 overall, from OMol25.

Last column: Löwdin charge in e.
Positions of all 18 atoms, in Å:
C -0.452 1.808 0.995  -0.2115
O 0.799 1.539 1.598  -0.0649
C -0.968 0.426 0.591  -0.1258
N 0.040 -0.255 -0.259  0.1732
H -1.087 2.181 1.810  0.1344
H -0.392 2.519 0.178  0.1285
H 1.500 2.200 1.490  0.1169
H -1.930 0.356 0.082  0.1406
H -1.165 -0.170 1.487  0.1332
H 0.095 0.184 -1.190  0.1348
H 0.994 -0.158 0.098  0.1558
H -0.095 -1.261 -0.418  0.1324
H -1.816 -3.078 0.850  0.0691
H -0.548 -3.893 0.736  0.0614
O -0.900 -3.021 0.515  -0.0550
H 2.540 0.172 -2.339  0.0453
H 1.743 0.343 -3.577  0.0685
O 1.642 0.111 -2.645  -0.0368

Values from the calculation:
Highest occupied orbital energy ... -0.5439 Eh
Total charge ... +1
Orbital gap ... 11.830 eV
Spin multiplicity ... 1

Arrangement iii

The following is a quantum chemistry calculation of a 3-piece molecular cluster, C2H12NO3 overall, from OMol25.

Last column: Löwdin charge in e.
Positions of all 18 atoms, in Å:
C -0.100 1.196 1.987  -0.1998
O 1.298 0.975 1.742  -0.0710
C -0.772 1.046 0.631  -0.1114
N -0.140 -0.075 -0.136  0.1786
H -0.254 2.207 2.337  0.1300
H -0.446 0.407 2.671  0.1320
H 1.803 1.355 2.468  0.1095
H -1.841 0.907 0.656  0.1351
H -0.569 1.938 0.056  0.1311
H -0.715 -0.923 -0.116  0.1433
H 0.846 -0.215 0.097  0.1537
H -0.147 0.163 -1.141  0.1008
H -0.160 0.860 -3.257  0.0673
H 0.824 -0.224 -3.662  0.0795
O 0.390 0.158 -2.887  -0.0408
H -0.513 -3.655 -0.916  0.0606
H 0.347 -3.147 0.201  0.0538
O 0.149 -2.973 -0.732  -0.0524

Values from the calculation:
Highest occupied orbital energy ... -0.5481 Eh
Total charge ... +1
Orbital gap ... 11.908 eV
Spin multiplicity ... 1

Arrangement iv

The following is a quantum chemistry calculation of a 4-piece molecular cluster, C2H12NO3 overall, from OMol25.

Last column: Löwdin charge in e.
Positions of all 18 atoms, in Å:
C -1.089 0.322 -0.218  0.0075
C 1.020 0.391 -1.349  0.1413
N 0.385 0.583 -0.217  -0.0271
H -1.323 -0.048 -1.204  0.0927
H -1.246 -0.358 0.607  0.0688
H -1.565 1.278 -0.022  0.1034
H 0.468 0.117 -2.244  0.1187
H 2.096 0.268 -1.266  0.1225
H 0.716 1.576 0.012  0.1178
H -2.157 -2.094 2.569  0.0391
H -3.524 -2.003 1.958  0.0481
O -2.613 -1.744 1.806  -0.0492
H 2.088 3.470 0.476  0.0946
H 1.030 3.121 1.496  0.0854
O 1.167 3.141 0.534  -0.0349
H 1.752 -2.798 -1.699  0.0626
H 1.378 -2.943 -0.280  0.0472
O 1.417 -2.279 -0.958  -0.0386

Values from the calculation:
Highest occupied orbital energy ... -0.5387 Eh
Total charge ... +1
Orbital gap ... 9.794 eV
Spin multiplicity ... 1

It is arrangement iv that is the least stable of them.

Arrangement i

The following is a quantum chemistry calculation of a 2-piece molecular cluster, C2H5NO overall, from OMol25.

Last column: Löwdin charge in e.
Positions of all 9 atoms, in Å:
C -1.310 -0.275 -0.049  -0.0983
N -0.011 0.334 0.046  0.0359
C 0.471 1.427 0.185  -0.3365
O 1.059 2.437 0.317  0.1364
H -1.898 -0.080 0.853  0.0836
H -1.189 -1.354 -0.159  0.0740
H -1.855 0.105 -0.919  0.0836
H 2.720 -1.401 -0.191  0.0243
H 2.014 -1.192 -0.082  -0.0030

Values from the calculation:
Highest occupied orbital energy ... -0.3840 Eh
SMILES string ... CN=C=O.[H][H]
Orbital gap ... 11.171 eV
Spin multiplicity ... 1

Arrangement ii

The following is a quantum chemistry calculation of a 2-piece molecular cluster, C2H5NO overall, from OMol25.

Last column: Löwdin charge in e.
Positions of all 9 atoms, in Å:
C -0.744 0.018 -0.939  -0.1797
C 0.343 0.024 1.706  0.0806
N 0.145 -0.372 -1.926  0.0237
O -0.148 1.021 -1.637  -0.0564
H -1.809 -0.133 -0.971  0.0932
H -0.038 0.969 2.025  -0.0177
H 1.365 -0.060 1.396  -0.0180
H -0.197 -0.872 1.925  -0.0228
H 1.082 -0.594 -1.580  0.0972

Values from the calculation:
Highest occupied orbital energy (spin up / spin down) ... -0.3267 / -0.3214 Eh
Orbital gap (spin up / spin down) ... 9.215 / 9.002 eV
Spin multiplicity ... 1

It is arrangement ii that is the least stable of them.

Arrangement i

The following is a quantum chemistry calculation of C5H8 as an isolated structure, from OMol25.

Last column: Löwdin charge in e.
Positions of all 13 atoms, in Å:
C 2.579 -0.505 -0.163  -0.0604
C 1.220 -0.880 0.502  -0.0570
C 2.175 0.765 -0.214  -0.0667
C 0.902 0.398 0.540  -0.0896
C -2.725 0.109 -0.142  -0.0631
H 3.426 -1.132 -0.506  0.0961
H 0.914 -1.845 0.522  0.0553
H 2.330 1.649 -0.640  0.0445
H -2.141 0.217 0.843  0.0366
H 0.006 1.011 0.595  0.0780
H -3.834 -0.098 -0.081  0.0368
H -2.133 -0.685 -0.502  -0.0162
H -2.718 0.996 -0.755  0.0057

Values from the calculation:
Highest occupied orbital energy ... -0.2843 Eh
Orbital gap ... 8.083 eV
Spin multiplicity ... 1

Arrangement ii

The following is a quantum chemistry calculation of one molecule with the formula C5H8, from OMol25.

Last column: Löwdin charge in e.
Positions of all 13 atoms, in Å:
C 2.844 0.341 -0.217  0.0999
C 1.782 -0.083 0.161  -0.1555
C 0.469 -0.539 0.623  -0.2231
C -0.667 0.471 0.326  -0.2584
C -1.702 -0.084 -0.650  -0.1238
H 3.797 0.688 -0.549  0.0196
H 0.523 -0.752 1.694  0.1107
H 0.238 -1.497 0.152  0.1083
H -0.227 1.381 -0.091  0.1021
H -1.160 0.764 1.260  0.1021
H -1.227 -0.356 -1.600  0.0760
H -2.182 -0.983 -0.245  0.0727
H -2.487 0.649 -0.865  0.0694

Values from the calculation:
Highest occupied orbital energy ... -0.3640 Eh
SMILES string ... C#CCCC
Orbital gap ... 11.042 eV
Spin multiplicity ... 1

Arrangement iii

The following is a quantum chemistry calculation of one molecule with the formula C5H8, from OMol25.

Last column: Löwdin charge in e.
Positions of all 13 atoms, in Å:
C -1.062 2.059 -0.197  -0.0984
C -0.180 0.963 0.100  -0.1323
C 0.867 0.347 0.119  -0.0545
C 1.145 -1.080 0.047  -0.2858
C -0.229 -1.606 -0.242  -0.1427
H -0.718 2.907 0.390  0.0817
H -0.961 2.312 -1.253  0.0839
H -2.109 1.876 0.034  0.0785
H 1.865 -1.348 -0.719  0.1034
H 1.471 -1.449 1.014  0.1052
H -0.776 -1.077 0.650  0.1151
H -0.373 -2.657 -0.064  0.0516
H -0.489 -1.450 -1.306  0.0942

Values from the calculation:
Highest occupied orbital energy ... -0.3366 Eh
SMILES string ... CC#CCC
Orbital gap ... 10.086 eV
Spin multiplicity ... 1

Arrangement iv

The following is a quantum chemistry calculation of a 2-piece molecular cluster, C5H8 overall, from OMol25.

Last column: Löwdin charge in e.
Positions of all 13 atoms, in Å:
C -1.587 -1.464 1.388  0.0779
C -0.592 -1.677 0.780  -0.2369
C 0.529 -1.889 -0.072  -0.1106
H -2.592 -1.301 1.803  0.0427
H 0.216 -1.494 -1.024  0.0805
H 0.683 -2.929 -0.228  0.0711
H 1.383 -1.322 0.223  0.0710
C -0.335 2.064 -0.311  -0.1041
C 0.939 2.021 -0.623  -0.1242
H -0.604 1.439 0.571  0.0488
H -1.092 2.570 -0.998  0.0741
H 1.716 1.843 0.148  0.0550
H 1.333 2.139 -1.656  0.0547

Values from the calculation:
Highest occupied orbital energy ... -0.3584 Eh
SMILES string ... C#CC.C=C
Orbital gap ... 10.843 eV
Spin multiplicity ... 1

It is arrangement i that is the least stable of them.